{
  "formula": "C2H2Cl2N2",
  "method": "ωB97M-V/def2-TZVPD",
  "smiles": "[H]/N=C\\Cl.N#CCl",
  "total_energy_ha": -1107.13963,
  "e_above_lowest_kj_mol": 258.4,
  "homo_energy_ev": -9.953,
  "orbital_gap_ev": 9.25,
  "symbols": ["H", "N", "C", "Cl", "H", "N", "C", "Cl"],
  "xyz": [[-2.550943, 1.151468, 0.980118], [-1.979014, 0.753683, 0.232442], [-0.821565, 0.446511, -0.147968], [0.635870, 0.341814, 1.515734], [-1.026359, 0.425078, -1.122110], [1.330999, -0.444614, -1.452948], [1.834851, -1.037187, -0.648521], [2.576162, -1.636753, 0.643254]],
  "atomic_forces_ev_per_a": [[1.027, -0.626, 0.263], [1.878, -0.026, -0.418], [-4.422, 1.896, 7.781], [-1.984, 0.879, -1.607], [2.262, -1.066, -5.137], [-1.601, 1.636, -3.587], [1.825, -1.457, 2.510], [1.016, -1.236, 0.195]],
  "lowdin_charge": [0.092, 0.085, -0.271, 0.176, 0.035, 0.083, -0.918, 0.718]
}